*P*
Molecular formula: C16H22N2
Method: DFT, wB97M-V/def2-TZVPD

Summary:
* M: 242.4 g mol⁻¹
* charge: 0
* HOMO energy: -7.9 eV

Each atom is followed by the atoms it is bonded to, with distances in Å.
Atoms and positions in Å:
1 C 0.23680 2.67558 -0.81646  C2 1.524, H19 1.086, H20 1.089, H21 1.088
2 C 0.87726 2.23700 -2.12819  C1 1.524, C3 1.532, H22 1.093, H23 1.091
3 C 1.89693 1.10714 -1.95485  C2 1.532, C4 1.535, H24 1.093, H25 1.091
4 C 1.27475 -0.29079 -2.07111  C3 1.535, C5 1.505, H26 1.091, H27 1.092
5 C 0.15582 -0.56356 -1.10225  C4 1.505, N6 1.313, C15 1.411
6 N -1.03718 -0.45806 -1.64007  C5 1.313, C7 1.342
7 C -2.12881 -0.69363 -0.89551  N6 1.342, C8 1.411, C12 1.419
8 C -3.39271 -0.54321 -1.50372  C7 1.411, C9 1.366, H28 1.079
9 C -4.53673 -0.78679 -0.79881  C8 1.366, C10 1.402, H29 1.080
10 C -4.46442 -1.19248 0.54078  C9 1.402, C11 1.369, H30 1.080
11 C -3.25182 -1.34490 1.15663  C10 1.369, C12 1.409, H31 1.082
12 C -2.05119 -1.09743 0.46289  C7 1.419, C11 1.409, C13 1.428
13 C -0.74705 -1.22009 1.03063  C12 1.428, N14 1.370, C15 1.394
14 N -0.60933 -1.68468 2.31222  C13 1.370, H32 1.003, H33 1.004
15 C 0.36668 -0.93109 0.24402  C5 1.411, C13 1.394, C16 1.508
16 C 1.74674 -1.02228 0.84448  C15 1.508, C17 1.535, H34 1.089, H35 1.095
17 C 2.07278 0.17468 1.74918  C16 1.535, C18 1.524, H36 1.091, H37 1.093
18 C 3.46811 0.05529 2.34951  C17 1.524, H38 1.088, H39 1.089, H40 1.088
19 H -0.28358 1.84708 -0.34427  C1 1.086
20 H 0.99134 3.05198 -0.12704  C1 1.089
21 H -0.48393 3.47027 -0.99665  C1 1.088
22 H 1.37355 3.10136 -2.57672  C2 1.093
23 H 0.09495 1.90628 -2.81260  C2 1.091
24 H 2.65756 1.18762 -2.73579  C3 1.093
25 H 2.40377 1.21764 -0.99550  C3 1.091
26 H 0.84468 -0.38896 -3.06932  C4 1.091
27 H 2.05914 -1.04355 -1.96603  C4 1.092
28 H -3.41611 -0.23245 -2.53640  C8 1.079
29 H -5.50381 -0.67073 -1.26623  C9 1.080
30 H -5.37556 -1.38575 1.08838  C10 1.080
31 H -3.23228 -1.66429 2.18982  C11 1.082
32 H 0.27506 -1.56427 2.77041  N14 1.003
33 H -1.41629 -1.66508 2.90915  N14 1.004
34 H 2.49524 -1.06511 0.05469  C16 1.089
35 H 1.83723 -1.94993 1.41873  C16 1.095
36 H 2.00502 1.09279 1.16374  C17 1.091
37 H 1.33826 0.25999 2.55400  C17 1.093
38 H 4.21874 0.01249 1.56316  C18 1.088
39 H 3.55399 -0.84869 2.95003  C18 1.089
40 H 3.68642 0.91064 2.98507  C18 1.088

*Q*
Molecular formula: C16H22N2
Method: DFT, wB97M-V/def2-TZVPD

Summary:
* M: 242.4 g mol⁻¹
* charge: 0
* HOMO energy: -8.7 eV

Each atom is followed by the atoms it is bonded to, with distances in Å.
Atoms and positions in Å:
1 H 3.31580 2.73105 -0.15269  N2 1.016
2 N 3.16374 1.82493 0.28035  H1 1.016, C3 1.316
3 C 2.07966 1.15495 -0.04747  N2 1.316, C4 1.480, N12 1.369
4 C 1.09275 1.63847 -1.03815  C3 1.480, C5 1.350, H20 1.034
5 C -0.02484 0.99399 -1.43615  C4 1.350, C6 1.486, H21 1.057
6 C -0.74792 1.35238 -2.68413  C5 1.486, C7 1.444, C11 1.578, H22 1.072
7 C -2.13001 1.71894 -2.48349  C6 1.444, C8 1.635, H23 1.117, H24 1.127
8 C -3.03682 0.52750 -1.82763  C7 1.635, C9 1.522, H25 1.111, H26 1.089
9 C -2.94854 -0.67405 -2.75697  C8 1.522, C10 1.572, H27 1.166, H28 1.141
10 C -1.48654 -1.13608 -3.10300  C9 1.572, C11 1.506, H29 1.109, H30 1.155
11 C -0.71019 0.05942 -3.58831  C6 1.578, C10 1.506, H31 1.077, H32 1.100
12 N 1.77353 -0.08065 0.45543  C3 1.369, C13 1.551, H33 0.985
13 C 2.56156 -0.73043 1.62243  N12 1.551, C14 1.540, H34 1.062, H35 1.156
14 C 1.71214 -0.84745 2.90200  C13 1.540, C15 1.344, C19 1.401
15 C 2.15790 -1.76939 3.77219  C14 1.344, C16 1.403, H36 1.113
16 C 1.54868 -1.98833 5.01661  C15 1.403, C17 1.353, H37 1.058
17 C 0.48390 -1.24928 5.40362  C16 1.353, C18 1.395, H38 1.077
18 C -0.05722 -0.44721 4.39890  C17 1.395, C19 1.393, H39 1.134
19 C 0.54796 -0.12177 3.18703  C14 1.401, C18 1.393, H40 1.072
20 H 1.44580 2.34845 -1.70247  C4 1.034
21 H -0.38102 0.12844 -0.94498  C5 1.057
22 H -0.28612 2.19058 -3.16809  C6 1.072
23 H -1.95942 2.57315 -1.78381  C7 1.117
24 H -2.67867 1.97980 -3.43232  C7 1.127
25 H -2.51139 0.34121 -0.86655  C8 1.111
26 H -4.06380 0.83152 -1.62794  C8 1.089
27 H -3.69564 -0.59445 -3.64831  C9 1.166
28 H -3.52712 -1.53056 -2.27401  C9 1.141
29 H -1.57655 -1.74501 -4.02507  C10 1.109
30 H -0.85399 -1.55158 -2.23077  C10 1.155
31 H -1.07022 0.32857 -4.56677  C11 1.077
32 H 0.36290 -0.13739 -3.72954  C11 1.100
33 H 0.90105 -0.50830 0.29627  N12 0.985
34 H 3.38423 -0.12370 1.91055  C13 1.062
35 H 3.13542 -1.62742 1.17381  C13 1.156
36 H 3.01150 -2.46967 3.63502  C15 1.113
37 H 2.03035 -2.64322 5.69321  C16 1.058
38 H -0.01475 -1.41846 6.34300  C17 1.077
39 H -1.03168 0.11779 4.53259  C18 1.134
40 H 0.08358 0.55328 2.49560  C19 1.072

*P* is preferred energetically. Next in line: 348.7 kJ/mol higher.

*P*
Molecular formula: C2H10N2O3
Method: DFT, wB97M-V/def2-TZVPD

Summary:
* 2S+1: 2
* M: 110.1 g mol⁻¹
* <S²>: 0.7557
* charge: +1
* HOMO energy (spin up / spin down): -15.3 / -15.2 eV

Each atom is followed by the atoms it is bonded to, with distances in Å.
Atoms and positions in Å:
1 N 0.30902 -1.03006 0.89436  C2 1.466, H6 1.021, H7 1.022
2 C 0.24171 -1.25887 -0.55217  N1 1.466, C3 1.541, H8 1.087, H9 1.089
3 C 0.32805 0.14000 -1.19203  C2 1.541, N4 1.315, O5 1.228
4 N -0.79362 0.79745 -1.38766  C3 1.315, H10 1.036, H11 1.018
5 O 1.46655 0.51680 -1.45611  C3 1.228
6 H 0.68145 -1.88649 1.30673  N1 1.021
7 H 1.04121 -0.35388 1.12045  N1 1.022
8 H 1.05502 -1.88999 -0.90087  C2 1.087
9 H -0.75354 -1.63928 -0.77742  C2 1.089
10 H -1.52321 0.57642 -0.68547  N4 1.036
11 H -0.68330 1.79860 -1.53552  N4 1.018
12 H -1.65410 -0.51709 1.04900  O14 0.983
13 H -3.17970 -0.22111 0.86131  O14 0.970
14 O -2.39037 -0.54388 0.39846  H12 0.983, H13 0.970
15 H 2.51832 1.64632 0.45038  O17 0.965
16 H 1.28071 2.20377 1.10895  O17 0.965
17 O 2.05580 1.66130 1.29761  H15 0.965, H16 0.965

*Q*
Molecular formula: C2H10N2O3
Method: DFT, wB97M-V/def2-TZVPD

Summary:
* 2S+1: 2
* M: 110.1 g mol⁻¹
* <S²>: 0.7549
* charge: +1
* HOMO energy (spin up / spin down): -13.9 / -13.9 eV

Each atom is followed by the atoms it is bonded to, with distances in Å.
Atoms and positions in Å:
1 N -0.63965 -1.86230 -0.78712  C2 1.456, H6 1.076, H7 1.053
2 C -0.93946 -0.87361 0.23825  N1 1.456, C3 1.497, H8 1.189, H9 1.024
3 C -0.20286 0.41496 0.04168  C2 1.497, N4 1.359, O5 1.212
4 N -0.05973 1.24761 1.10645  C3 1.359, H10 0.977, H11 1.081
5 O 0.24383 0.87373 -0.98685  C3 1.212
6 H 0.20302 -1.48438 -1.33833  N1 1.076
7 H -0.41029 -2.86889 -0.57908  N1 1.053
8 H -2.07896 -0.76069 -0.08019  C2 1.189
9 H -0.87787 -1.13241 1.22668  C2 1.024
10 H -0.01853 0.94624 2.03496  N4 0.977
11 H 0.66554 2.01900 0.89094  N4 1.081
12 H -1.20698 -0.60026 3.53882  O14 0.923
13 H -0.69333 -0.41818 4.88708  O14 1.027
14 O -0.45651 -0.21193 3.90944  H12 0.923, H13 1.027
15 H 1.38865 -0.02002 -3.27254  O17 0.975
16 H 1.73625 1.44642 -3.46377  O17 0.973
17 O 1.84294 0.57918 -3.89253  H15 0.975, H16 0.973

*P* is preferred energetically. Next in line: 130.6 kJ/mol higher.